[1]
This record from the OMol25 dataset describes C43H54F3InN4O15P2Se as an isolated structure. The level of theory is ωB97M-V/def2-TZVPD.

Summary:
* energy: -179399.79506 eV
* net charge: -2
* strongest force on any atom: 0.74 eV Å⁻¹
* ΔE to the lowest compared entry with this formula, charge and spin: 26.6 kJ/mol
* molecular weight: 1179.6 g mol⁻¹
* spin multiplicity: 1

Geometry as XYZ:
```
123
Properties=species:S:1:pos:R:3:mulliken_charge:R:1
In 1.134 -0.959 -0.885 2.35
C -4.471 -0.371 4.558 -1.61
C -4.749 -0.051 3.083 2.32
C -6.052 -0.741 2.657 -1.71
C -4.946 1.459 2.952 -1.97
C -3.590 -0.552 2.227 -0.58
C -2.785 0.279 1.475 -0.72
C -1.725 -0.232 0.733 0.86
Se -0.613 1.025 -0.199 0.10
C 0.522 1.560 1.249 0.25
C 0.065 2.579 2.072 -0.25
C 0.833 3.027 3.131 -0.59
C 2.089 2.433 3.279 -0.76
C 2.592 1.421 2.478 0.50
C 1.760 0.908 1.439 0.49
O 2.144 -0.107 0.719 -1.22
C 4.024 0.936 2.780 2.51
C 4.975 2.137 2.645 -1.76
C 4.078 0.405 4.222 -1.76
C 4.572 -0.165 1.865 -2.15
C 0.389 4.132 4.085 2.34
C 1.327 5.339 3.949 -1.73
C 0.438 3.618 5.531 -1.66
C -1.038 4.596 3.797 -2.12
C -1.416 -1.605 0.692 -0.02
O -0.436 -2.092 -0.017 -1.05
C -2.245 -2.472 1.475 -0.58
C -3.282 -1.919 2.199 -0.25
C -1.979 -3.980 1.508 2.89
C -2.965 -4.709 2.423 -2.57
C -2.137 -4.568 0.098 -1.43
C -0.566 -4.274 2.042 -1.73
H -5.277 0.006 5.195 0.47
H -4.387 -1.447 4.719 0.31
H -3.533 0.087 4.878 0.31
H -6.890 -0.385 3.264 0.47
H -6.272 -0.533 1.608 0.36
H -5.986 -1.823 2.775 0.29
H -5.796 1.774 3.563 0.47
H -4.067 2.009 3.294 0.17
H -5.148 1.749 1.920 0.38
H -2.957 1.347 1.450 0.30
H -0.904 3.014 1.863 0.31
H 2.727 2.796 4.076 0.21
H 4.719 2.949 3.327 0.28
H 5.999 1.821 2.863 0.50
H 4.950 2.524 1.626 0.36
H 3.779 1.156 4.956 0.28
H 3.420 -0.458 4.334 0.34
H 5.098 0.088 4.459 0.47
H 4.585 0.119 0.814 0.36
H 5.603 -0.367 2.175 0.58
H 4.002 -1.088 1.942 0.29
H 2.357 5.064 4.182 0.31
H 1.310 5.722 2.927 0.34
H 1.027 6.143 4.628 0.46
H 1.450 3.330 5.817 0.32
H 0.097 4.392 6.225 0.47
H -0.202 2.741 5.646 0.32
H -1.123 5.036 2.802 0.35
H -1.747 3.769 3.864 0.31
H -1.333 5.356 4.525 0.46
H -3.898 -2.583 2.794 0.36
H -3.996 -4.612 2.075 0.40
H -2.716 -5.772 2.429 0.47
H -2.910 -4.348 3.454 0.45
H -3.159 -4.430 -0.265 0.34
H -1.453 -4.092 -0.599 -0.07
H -1.921 -5.640 0.114 0.55
H -0.485 -3.971 3.090 0.38
H -0.369 -5.348 1.983 0.46
H 0.195 -3.754 1.468 0.06
O 3.268 -3.769 -2.728 -0.90
C 2.287 -3.472 -2.042 -0.37
O 2.324 -2.714 -1.013 -0.49
C 0.948 -4.048 -2.436 0.99
C 0.787 -5.399 -2.414 0.02
C -0.424 -5.971 -2.837 -0.91
C -1.427 -5.186 -3.349 -0.15
C -1.251 -3.814 -3.420 -0.68
C -0.099 -3.139 -2.873 0.61
O 0.016 -1.888 -2.754 -0.32
N -2.341 -3.091 -4.044 0.99
O -3.431 -3.644 -4.133 -0.71
O -2.108 -2.015 -4.569 -0.65
N -0.612 -7.400 -2.764 1.06
O -1.657 -7.879 -3.187 -0.68
O 0.291 -8.078 -2.292 -0.68
H 1.593 -6.040 -2.087 0.62
H -2.345 -5.627 -3.702 0.60
N 2.486 0.940 -4.813 -0.08
C 3.810 1.193 -4.119 0.65
C 4.934 0.963 -5.117 -1.75
P 3.816 -0.034 -2.728 0.66
O 4.174 -1.328 -3.616 -0.53
O 4.795 0.279 -1.680 -0.94
O 2.314 -0.157 -2.426 -0.45
P 3.757 2.997 -3.616 0.81
O 3.107 3.546 -5.063 -0.67
O 5.134 3.540 -3.558 -0.88
O 2.702 3.145 -2.587 -0.54
H 2.521 0.060 -5.327 0.38
H 2.281 1.717 -5.445 0.51
H 1.738 0.858 -4.089 -0.21
H 4.936 -0.063 -5.484 0.43
H 5.878 1.157 -4.612 0.36
H 4.857 1.662 -5.955 0.48
H 3.989 -2.185 -3.155 0.44
H 3.762 4.133 -5.459 0.29
F -4.067 4.706 -4.018 -0.26
C -3.386 4.137 -5.036 0.76
F -2.884 5.154 -5.770 -0.27
F -4.293 3.511 -5.807 -0.29
C -2.307 3.219 -4.540 0.70
C -2.367 1.854 -4.751 -1.00
C -1.332 1.072 -4.248 -0.69
N -0.307 1.579 -3.572 0.28
C -0.266 2.896 -3.356 -0.32
C -1.241 3.757 -3.833 -1.28
H -3.188 1.395 -5.283 0.52
H -1.331 -0.002 -4.368 0.75
H 0.594 3.250 -2.798 0.71
H -1.167 4.820 -3.648 0.43
```

[2]
This record from the OMol25 dataset describes C43H55BBrN3O4Sr as an isolated structure at a distorted geometry. The level of theory is ωB97M-V/def2-TZVPD.

Summary:
* energy: -129706.54050 eV
* net charge: -2
* strongest force on any atom: 5.20 eV Å⁻¹
* ΔE to the lowest compared entry with this formula, charge and spin: 168.0 kJ/mol
* molecular weight: 856.3 g mol⁻¹
* spin multiplicity: 1

Geometry as XYZ:
```
108
Properties=species:S:1:pos:R:3:mulliken_charge:R:1
Sr -0.582 0.822 0.588 1.44
C 0.123 0.385 4.004 1.08
C -1.206 0.844 4.026 0.55
C -1.242 2.130 3.469 0.31
C 0.068 2.470 3.057 0.43
C 0.915 1.377 3.400 0.58
C 2.415 1.381 3.279 -0.87
C 0.565 3.860 2.730 -1.84
C -2.480 2.969 3.349 -1.83
C -2.432 0.091 4.451 -2.05
C 0.646 -0.908 4.564 -0.41
H 2.796 0.480 2.788 -0.26
H 2.895 1.452 4.264 0.24
H 2.734 2.236 2.684 0.42
H 1.013 3.933 1.736 0.26
H 1.317 4.181 3.460 0.34
H -0.262 4.569 2.769 0.36
H -3.025 2.727 2.435 0.12
H -2.240 4.034 3.326 0.42
H -3.145 2.790 4.196 0.38
H -3.130 -0.002 3.615 0.16
H -2.964 0.611 5.256 0.53
H -2.190 -0.911 4.810 0.31
H 1.233 -1.462 3.824 -0.41
H -0.169 -1.555 4.892 0.25
H 1.292 -0.732 5.433 0.40
O 1.492 -1.936 -2.983 -0.50
C 0.687 -1.441 -1.950 -0.54
O 1.398 -1.242 -0.727 0.20
C -0.597 -1.062 -2.154 0.24
C -1.251 -1.290 -3.418 -1.38
C -2.574 -1.023 -3.544 -0.63
C -3.289 -0.499 -2.449 -1.22
C -2.590 -0.227 -1.295 1.43
N -1.299 -0.480 -1.124 0.75
C -3.257 0.471 -0.138 -0.03
O -4.369 0.097 0.237 -0.78
O -2.593 1.427 0.351 -0.95
H 1.849 -1.184 -3.475 0.28
H -0.663 -1.696 -4.228 0.40
H -3.073 -1.211 -4.489 0.38
H -4.342 -0.276 -2.505 0.47
Br 0.682 2.809 -0.874 -0.90
C 5.375 -2.335 -2.490 -1.96
C 4.337 -1.582 -1.648 2.50
C 4.054 -0.196 -2.230 -1.92
C 4.810 -1.476 -0.216 0.72
C 5.999 -0.797 0.009 -0.43
C 6.570 -0.732 1.262 -1.52
C 5.932 -1.354 2.314 -0.74
C 4.730 -2.029 2.148 1.11
C 4.164 -2.712 3.379 0.92
C 4.115 -1.786 4.597 -1.43
C 5.022 -3.937 3.729 -1.91
C 4.143 -2.084 0.865 -0.19
N 2.929 -2.766 0.632 0.79
B 1.711 -2.407 -0.080 0.85
N 0.874 -3.575 -0.027 0.48
C 1.566 -4.557 0.657 -1.44
C 2.759 -4.087 1.055 -0.88
C -0.322 -3.854 -0.739 -0.61
C -0.217 -4.649 -1.897 0.73
C -1.348 -4.904 -2.652 0.08
C -2.571 -4.363 -2.302 -1.79
C -2.671 -3.611 -1.155 0.05
C -1.575 -3.375 -0.328 0.33
C -1.933 -2.670 0.964 2.18
C -0.812 -2.083 1.798 0.27
C -2.750 -3.633 1.839 -1.94
C 1.107 -5.240 -2.337 1.51
C 1.371 -4.987 -3.823 -1.72
C 1.152 -6.742 -2.030 -1.65
H 4.991 -2.512 -3.494 0.45
H 5.601 -3.300 -2.038 0.39
H 6.298 -1.767 -2.577 0.35
H 3.417 -2.161 -1.686 -1.12
H 4.907 0.467 -2.112 0.37
H 3.204 0.258 -1.725 0.35
H 3.829 -0.270 -3.293 0.38
H 6.495 -0.314 -0.819 0.40
H 7.507 -0.214 1.416 0.36
H 6.375 -1.300 3.297 0.26
H 3.142 -3.036 3.167 0.13
H 5.114 -1.521 4.937 0.46
H 3.606 -2.287 5.419 0.46
H 3.574 -0.875 4.366 0.07
H 6.026 -3.626 4.014 0.39
H 5.120 -4.620 2.887 0.41
H 4.584 -4.484 4.562 0.42
H 1.138 -5.528 0.828 0.72
H 3.547 -4.622 1.548 0.35
H -1.280 -5.520 -3.538 0.28
H -3.439 -4.531 -2.924 0.36
H -3.626 -3.182 -0.886 0.50
H -2.608 -1.854 0.691 -1.06
H -0.189 -2.860 2.241 0.36
H -1.242 -1.494 2.602 0.31
H -0.177 -1.441 1.207 -1.70
H -2.161 -4.507 2.117 0.44
H -3.643 -3.975 1.322 0.42
H -3.062 -3.119 2.745 0.43
H 1.909 -4.751 -1.780 -0.58
H 0.680 -5.545 -4.453 0.36
H 2.387 -5.285 -4.083 0.43
H 1.255 -3.926 -4.019 0.28
H 0.359 -7.268 -2.559 0.31
H 1.025 -6.920 -0.964 0.32
H 2.111 -7.164 -2.332 0.45
```

[3]
This record from the OMol25 dataset describes a 23-piece molecular cluster, C43H55Cl66IN2O2 overall at a distorted geometry. The level of theory is ωB97M-V/def2-TZVPD.

Summary:
* energy: -887121.20122 eV
* net charge: 0
* strongest force on any atom: 11.99 eV Å⁻¹
* molecular weight: 3098.7 g mol⁻¹
* spin multiplicity: 1

Geometry as XYZ:
```
169
Properties=species:S:1:pos:R:3:mulliken_charge:R:1
C 1.791 -2.746 -4.416 -0.07
C 0.619 -2.001 -4.106 -0.35
C -0.748 -1.225 -3.648 1.05
C -0.789 -0.708 -2.073 2.13
C -0.454 -2.008 -1.167 0.56
C -1.135 -3.435 -1.597 -1.17
C -0.627 -1.901 0.447 -0.37
C -2.007 -2.576 1.062 -0.97
C -2.185 0.131 -1.993 0.56
C -3.519 -0.305 -2.852 -1.44
C -4.190 -1.739 -2.478 0.53
C -5.733 -1.930 -3.095 -0.07
C -6.035 -0.960 -4.388 -0.56
C -6.907 -1.809 -1.957 -0.56
C -2.826 0.671 -0.600 -0.39
C -2.940 2.289 -0.399 -0.19
C -3.277 2.492 1.231 -0.75
I -4.579 3.284 -1.444 0.00
N -1.869 1.448 -2.742 0.62
C -0.442 1.923 -2.677 -0.63
O 0.138 3.080 -3.039 -0.75
C 0.253 0.588 -1.939 0.72
C 0.618 1.210 -0.479 -1.02
O 1.545 0.590 -2.615 -0.38
C 2.568 -0.224 -1.961 0.48
N 3.351 -1.123 -1.402 -0.57
H 2.745 -3.343 -4.775 -0.65
H -0.896 -0.332 -4.427 -0.96
H -1.626 -1.989 -3.912 0.43
H 0.718 -2.199 -1.330 0.17
H -2.294 -3.498 -1.528 0.14
H -0.725 -4.233 -0.807 0.34
H -0.823 -3.853 -2.643 0.29
H 0.261 -2.538 0.929 0.42
H -0.551 -0.844 0.924 -0.12
H -2.202 -2.086 2.133 0.29
H -1.723 -3.709 1.304 0.31
H -2.938 -2.490 0.359 0.18
H -3.343 -0.310 -4.033 0.24
H -4.377 0.512 -2.697 -0.11
H -4.247 -1.914 -1.322 -0.34
H -3.551 -2.573 -3.046 0.07
H -5.789 -3.048 -3.510 0.27
H -5.131 -0.887 -5.156 0.05
H -6.992 -1.239 -5.002 0.38
H -6.188 0.145 -3.973 0.00
H -6.857 -0.849 -1.290 -0.18
H -7.955 -1.908 -2.521 0.28
H -6.833 -2.795 -1.291 0.30
H -2.344 0.259 0.389 -0.05
H -3.953 0.272 -0.573 0.14
H -1.962 2.903 -0.565 0.32
H -4.221 1.862 1.558 0.25
H -2.305 2.079 1.786 0.13
H -3.348 3.630 1.519 0.37
H -2.420 1.617 -3.610 0.04
H -0.256 1.731 0.096 -0.04
H 1.472 2.027 -0.645 0.43
H 1.092 0.437 0.293 0.14
C 5.453 -5.077 -5.183 -0.03
Cl 5.429 -6.242 -6.518 -0.09
Cl 5.006 -3.462 -5.758 -0.15
Cl 4.367 -5.598 -3.884 -0.07
H 6.470 -5.031 -4.784 0.32
C 5.753 -6.915 -0.050 -0.14
Cl 5.729 -8.080 -1.385 -0.06
Cl 5.306 -5.300 -0.626 -0.10
Cl 4.667 -7.435 1.249 -0.11
H 6.770 -6.869 0.349 0.34
C 4.382 -10.369 -6.152 -0.13
Cl 5.849 -10.945 -6.960 -0.14
Cl 4.795 -9.446 -4.697 -0.01
Cl 3.409 -9.384 -7.258 -0.05
H 3.790 -11.237 -5.853 0.31
C 2.420 2.171 3.010 -0.02
Cl 0.851 1.388 3.262 -0.14
Cl 2.293 3.437 1.777 -0.14
Cl 3.032 2.842 4.531 -0.07
H 3.129 1.417 2.657 0.36
C 6.550 -11.535 0.879 -0.09
Cl 5.733 -10.000 1.222 0.06
Cl 5.640 -12.469 -0.321 -0.13
Cl 8.206 -11.246 0.317 -0.14
H 6.597 -12.115 1.804 0.33
C 2.085 6.663 5.701 0.05
Cl 2.177 5.691 4.222 -0.02
Cl 3.098 8.110 5.558 -0.15
Cl 0.406 7.110 6.048 -0.11
H 2.460 6.060 6.532 0.20
C 3.850 0.453 7.797 0.20
Cl 3.033 1.987 8.141 -0.04
Cl 2.940 -0.482 6.598 -0.12
Cl 5.506 0.741 7.235 -0.13
H 3.897 -0.127 8.723 0.13
C 1.749 -9.574 2.612 0.20
Cl 0.118 -8.938 2.882 -0.11
Cl 2.118 -9.627 0.879 -0.06
Cl 2.949 -8.595 3.473 -0.08
H 1.791 -10.593 3.004 0.12
C 1.957 -11.187 6.916 0.00
Cl 1.707 -11.352 5.169 -0.12
Cl 3.465 -11.978 7.406 -0.12
Cl 1.969 -9.479 7.385 -0.11
H 1.127 -11.680 7.430 0.32
C -0.718 4.453 8.967 -0.07
Cl 0.749 3.877 8.158 -0.05
Cl -0.305 5.376 10.422 -0.15
Cl -1.691 5.438 7.861 -0.09
H -1.310 3.585 9.266 0.36
C 0.601 -7.482 -9.173 0.27
Cl 0.914 -7.064 -10.866 -0.12
Cl 1.214 -6.215 -8.096 -0.09
Cl -1.131 -7.741 -8.906 -0.13
H 1.127 -8.412 -8.944 0.07
C 5.392 -13.558 -9.531 0.41
Cl 5.380 -12.543 -10.983 -0.12
Cl 3.741 -14.008 -9.072 -0.13
Cl 6.381 -15.005 -9.793 -0.13
H 5.833 -12.984 -8.712 -0.03
C -5.481 7.712 -1.837 -0.13
Cl -6.687 6.750 -2.707 -0.11
Cl -5.524 7.345 -0.105 -0.11
Cl -3.861 7.421 -2.495 -0.03
H -5.722 8.770 -1.971 0.36
C 2.650 10.303 2.369 0.51
Cl 1.833 11.838 2.712 -0.13
Cl 1.740 9.369 1.170 -0.09
Cl 4.306 10.592 1.807 -0.09
H 2.697 9.723 3.294 -0.19
C -5.152 5.757 9.714 0.03
Cl -5.589 4.242 8.905 -0.12
Cl -6.364 6.183 10.935 -0.13
Cl -3.546 5.627 10.450 -0.08
H -5.124 6.552 8.964 0.29
C 8.237 10.685 1.124 0.45
Cl 8.586 11.788 -0.218 -0.12
Cl 8.333 9.000 0.586 -0.12
Cl 9.351 10.973 2.471 -0.12
H 7.219 10.878 1.472 -0.08
C 0.549 6.207 -4.220 0.76
Cl -1.082 6.843 -3.950 -0.08
Cl 0.918 6.154 -5.952 -0.15
Cl 1.749 7.186 -3.358 -0.13
H 0.591 5.188 -3.827 -0.33
C -8.399 1.819 -1.500 0.21
Cl -9.271 0.361 -2.002 -0.12
Cl -9.531 3.051 -0.917 -0.14
Cl -7.205 1.430 -0.249 -0.11
H -7.869 2.220 -2.368 0.15
C -1.522 13.198 1.821 0.35
Cl -1.546 12.033 0.486 -0.08
Cl -1.970 14.813 1.246 -0.13
Cl -2.609 12.677 3.121 -0.11
H -0.506 13.244 2.220 -0.03
C 5.316 -1.830 11.593 0.01
Cl 5.304 -0.814 10.141 -0.10
Cl 3.665 -2.279 12.052 -0.12
Cl 6.305 -3.277 11.331 -0.12
H 5.757 -1.255 12.411 0.31
C -2.828 1.286 -6.967 -0.15
Cl -3.265 -0.228 -7.775 -0.11
Cl -4.039 1.712 -5.746 -0.04
Cl -1.221 1.157 -6.230 -0.06
H -2.800 2.081 -7.716 0.43
C -6.726 13.586 2.393 0.02
Cl -7.542 15.121 2.736 -0.13
Cl -7.636 12.652 1.193 -0.12
Cl -5.070 13.875 1.831 -0.04
H -6.679 13.006 3.318 0.28
```

Q: What is the strongest force on any atom in the second record?
A: 5.20 eV Å⁻¹

Q: Among the records above, which one has the lowest energy?
A: C43H55Cl66IN2O2